{
  "formula": "C3H7NO2S",
  "method": "ωB97M-V with the def2-TZVPD basis set",
  "symbols": ["S", "O", "O", "N", "C", "C", "C", "H", "H", "H", "H", "H", "H", "H"],
  "xyz": [[1.2105, -2.2281, -1.0546], [-1.5820, 1.3253, 1.3180], [-0.7245, 1.9460, -0.6478], [0.3492, -0.7935, 1.4780], [-0.8424, 1.0642, 0.4316], [0.2415, 0.0100, 0.2100], [-0.0099, -0.8504, -1.0723], [-0.6107, -0.8760, 1.8025], [2.2223, -1.4194, -1.3259], [-1.3186, 2.6756, -0.4741], [-1.0263, -1.2397, -1.0560], [0.7464, -0.1052, 2.1066], [0.2100, -0.1509, -1.8764], [1.1344, 0.6421, 0.1606]],
  "forces_ev_per_a": [[-0.81, 0.06, -0.44], [-0.53, -0.73, 1.04], [0.07, -0.95, 0.45], [-0.18, 1.01, -1.15], [1.16, 1.77, -2.74], [-1.01, -0.88, 1.90], [1.38, 0.79, 1.50], [0.00, -0.31, 0.22], [0.44, 0.14, -0.10], [-0.41, 0.41, 0.06], [0.12, -0.04, -0.29], [0.15, -0.31, 0.52], [-0.50, -0.49, -0.44], [0.12, -0.47, -0.52]],
  "mulliken_charge": [-0.18, -0.54, -0.45, -0.65, 0.35, 0.24, -0.91, 0.27, 0.12, 0.32, 0.40, 0.29, 0.35, 0.39],
  "smiles": "N[C@@H](CS)C(=O)O",
  "homo_lumo_gap_ev": 9.6,
  "relative_energy_kcal_mol": 21.4,
  "e_tot_ev": -19644.675
}


{
  "formula": "C51H44NO2P2SiZn",
  "method": "ωB97M-V with the def2-TZVPD basis set",
  "symbols": ["Zn", "P", "P", "Si", "O", "O", "N", "C", "C", "C", "C", "C", "C", "C", "C", "C", "C", "C", "C", "C", "C", "C", "C", "C", "C", "C", "C", "C", "C", "C", "C", "C", "C", "C", "C", "C", "C", "C", "C", "C", "C", "C", "C", "C", "C", "C", "C", "C", "C", "C", "C", "C", "C", "C", "C", "C", "C", "C", "H", "H", "H", "H", "H", "H", "H", "H", "H", "H", "H", "H", "H", "H", "H", "H", "H", "H", "H", "H", "H", "H", "H", "H", "H", "H", "H", "H", "H", "H", "H", "H", "H", "H", "H", "H", "H", "H", "H", "H", "H", "H", "H", "H"],
  "xyz": [[0.0738, -0.6241, -0.1742], [2.0077, -0.4982, 1.5582], [-1.9875, -0.2486, 1.3991], [0.1181, 1.6952, -0.3412], [0.6341, -5.1850, -0.4628], [-0.0448, -2.5052, -0.6552], [-1.9819, -4.7181, -1.2537], [-2.4280, -1.0037, 5.4176], [1.2431, -1.4258, 5.4773], [-0.2834, -5.0438, 0.5148], [-1.7025, 1.2756, 5.1660], [2.4203, -2.6457, 3.2821], [-2.6076, -4.7213, 1.0558], [5.2623, -0.2123, -0.8452], [-3.4171, -1.2492, 0.8434], [3.7317, -0.6595, 0.9749], [-1.3455, -4.4659, -2.3741], [2.3472, -3.3181, 4.4940], [3.9836, -0.1731, -0.3112], [-4.5859, -1.4479, 1.5778], [-1.7107, 1.1279, 3.7863], [-2.4336, -1.1535, 4.0361], [-1.0321, -5.1060, 2.8081], [0.7419, 2.7101, -1.7716], [2.7539, 1.7815, 2.9831], [1.1456, 2.1624, 1.1954], [1.9234, 3.9970, 2.5991], [1.7552, -2.7104, 5.5937], [1.9839, -5.4830, -0.1136], [-3.3305, 3.9897, 0.0688], [-2.5020, 1.4406, 0.8424], [-0.0137, -5.1852, 1.8706], [-2.0682, 0.2125, 5.9846], [1.9443, -1.3376, 3.1686], [1.7770, -3.7727, -4.1571], [1.1472, 3.5191, 1.5578], [6.0671, -1.2274, 1.1786], [-5.5944, -2.6063, -0.2785], [4.7850, -1.1828, 1.7172], [1.9483, 1.2907, 1.9479], [-3.3513, -1.7515, -0.4571], [-4.4397, -2.4037, -1.0237], [1.8716, -2.5747, -2.0447], [-3.7670, 1.9161, 1.1947], [2.7423, 3.1235, 3.3109], [-2.0717, 3.5253, -0.2782], [0.5556, -2.9791, -1.7019], [-0.0964, -3.8724, -2.6101], [-1.6286, 2.2499, 0.1016], [6.3072, -0.7489, -0.1004], [-2.0934, -0.0859, 3.2096], [0.5220, -4.2003, -3.8513], [-2.3422, -4.8925, 2.4005], [-5.6611, -2.1324, 1.0257], [1.3439, -0.7391, 4.2741], [-4.1824, 3.1801, 0.8125], [-1.5890, -4.7766, 0.1133], [2.4577, -2.9621, -3.2193], [2.3987, -1.9352, -1.3502], [2.4093, -4.7092, 0.5256], [-1.9027, -4.7999, -3.2462], [-2.4490, -1.6187, -1.0430], [-2.0728, 0.3329, 7.0618], [-3.6256, -4.5498, 0.7186], [-0.7977, -5.2283, 3.8588], [0.7764, -0.9453, 6.3284], [-4.4413, 1.2953, 1.7755], [2.7560, -4.3187, 4.5834], [1.7145, 2.3393, -2.1076], [3.1714, 0.2535, -0.8945], [0.5211, 4.2188, 1.0096], [-3.1511, -4.8752, 3.1214], [7.3072, -0.7845, -0.5146], [1.7026, -3.2336, 6.5412], [-2.9402, -5.0101, -1.3800], [3.4629, -2.6207, -3.4446], [-4.3881, -2.7494, -2.0505], [1.8992, 5.0504, 2.8541], [-2.7121, -1.8365, 6.0519], [-0.0223, -4.8328, -4.5465], [-5.1694, 3.5311, 1.0881], [-1.4195, 4.1680, -0.8631], [-1.4157, 2.2255, 5.6019], [0.8714, 3.7590, -1.4804], [-3.6482, 4.9796, -0.2373], [2.0505, -6.4521, 0.3828], [-6.5625, -2.2752, 1.6092], [0.9939, -5.3891, 2.1953], [2.2454, -4.0441, -5.0930], [5.4457, 0.1791, -1.8387], [3.3709, 3.4925, 4.1122], [-6.4433, -3.1178, -0.7149], [2.5310, -5.5059, -1.0508], [-4.6676, -1.0647, 2.5885], [3.3910, 1.1008, 3.5395], [2.8706, -3.1326, 2.4233], [4.6199, -1.5382, 2.7265], [-2.6979, -2.1094, 3.6005], [0.0492, 2.6692, -2.6174], [0.9684, 0.2727, 4.2054], [-1.4396, 1.9690, 3.1556], [6.8815, -1.6302, 1.7686]],
  "forces_ev_per_a": [[0.27, -0.31, 0.59], [-0.13, 0.27, -0.05], [-0.18, 0.31, -0.38], [-0.01, -0.34, -0.01], [0.11, -0.48, 0.29], [-0.18, -0.07, -0.40], [-0.01, -0.08, 0.38], [-0.02, 0.03, -0.03], [0.03, -0.03, -0.03], [0.35, -0.01, -0.02], [0.02, -0.07, 0.02], [-0.06, -0.03, 0.06], [-0.16, 0.01, -0.02], [-0.01, -0.01, 0.04], [-0.04, -0.05, 0.03], [-0.03, -0.08, -0.15], [0.12, 0.10, -0.13], [-0.03, -0.06, -0.08], [0.04, -0.02, 0.00], [0.01, -0.02, 0.07], [-0.10, 0.04, 0.01], [0.10, -0.08, 0.05], [0.05, 0.02, -0.06], [0.11, 0.28, -0.13], [-0.03, -0.03, -0.03], [0.10, 0.07, 0.06], [-0.01, -0.01, 0.02], [-0.01, 0.05, 0.03], [-0.14, -0.04, 0.02], [0.00, -0.04, 0.03], [-0.01, -0.03, 0.08], [0.00, 0.01, 0.18], [0.01, 0.00, -0.05], [0.02, -0.06, 0.02], [0.15, 0.08, 0.08], [0.02, -0.05, 0.04], [-0.05, 0.01, 0.02], [0.03, 0.04, -0.01], [0.09, 0.06, 0.04], [-0.01, 0.05, 0.05], [-0.09, 0.07, -0.05], [0.04, 0.01, 0.09], [-0.07, -0.01, -0.08], [-0.02, -0.07, 0.02], [-0.01, 0.04, -0.04], [-0.03, -0.07, 0.02], [0.04, 0.30, -0.14], [-0.02, 0.10, -0.22], [-0.11, 0.13, -0.04], [-0.02, 0.02, -0.03], [0.12, 0.06, 0.00], [-0.18, 0.02, 0.06], [-0.01, 0.06, 0.06], [0.02, 0.01, 0.00], [0.01, -0.04, 0.07], [0.03, 0.02, -0.04], [-0.32, 0.04, -0.18], [0.00, -0.03, -0.10], [0.05, 0.02, 0.06], [-0.03, 0.10, 0.05], [0.05, 0.06, 0.00], [0.02, 0.00, 0.01], [0.00, -0.01, -0.06], [0.04, 0.03, 0.03], [0.00, -0.01, -0.06], [0.01, -0.01, -0.04], [0.04, 0.01, -0.03], [-0.03, 0.05, -0.02], [-0.07, 0.05, 0.01], [0.03, 0.00, 0.02], [0.05, -0.05, 0.03], [0.05, 0.05, -0.06], [-0.04, 0.00, 0.01], [-0.01, 0.02, -0.05], [-0.03, -0.09, 0.02], [-0.05, -0.02, 0.02], [0.00, 0.02, 0.02], [0.02, -0.05, -0.01], [0.03, 0.05, -0.05], [0.03, 0.04, 0.06], [0.04, -0.01, 0.00], [-0.05, -0.06, 0.04], [-0.02, -0.04, -0.02], [0.00, -0.08, -0.10], [0.00, -0.05, 0.01], [0.01, -0.01, 0.00], [0.04, 0.00, -0.01], [0.07, 0.02, 0.03], [-0.01, 0.01, 0.04], [-0.01, -0.02, 0.04], [-0.03, -0.01, -0.02], [0.01, 0.01, 0.01], [-0.01, -0.03, -0.03], [0.02, -0.01, -0.04], [-0.03, 0.04, -0.03], [-0.01, 0.00, 0.04], [0.02, 0.00, -0.05], [-0.01, -0.04, 0.00], [0.07, -0.02, 0.06], [-0.05, -0.01, 0.01], [0.01, -0.06, 0.05], [-0.04, 0.01, -0.02]],
  "mulliken_charge": [2.35, 1.24, 2.06, 0.28, -0.42, -1.29, 0.24, -0.67, -0.70, 0.65, -0.58, -0.46, -0.54, -0.64, 0.98, 1.21, -0.77, -0.94, -0.68, -0.30, -0.97, -0.42, -0.83, -1.13, -0.02, -0.30, -0.96, -0.91, -1.07, -0.80, -0.43, -0.42, -0.75, 0.51, -1.00, -0.62, -0.69, -0.73, -0.59, 0.30, -0.58, -0.56, -1.15, -0.29, -0.84, -0.54, 0.87, 1.15, 0.20, -0.64, 0.36, -0.86, -0.82, -0.85, -1.04, -0.88, 0.43, -0.60, 0.60, 0.28, 0.44, -0.20, 0.43, 0.30, 0.43, 0.51, 0.38, 0.46, 0.39, 0.29, 0.39, 0.41, 0.41, 0.44, 0.49, 0.54, 0.57, 0.45, 0.43, 0.40, 0.44, 0.37, 0.45, 0.38, 0.43, 0.41, 0.47, 0.48, 0.43, 0.48, 0.45, 0.41, 0.28, 0.50, 0.47, 0.51, 0.44, 0.56, 0.40, 0.47, 0.31, 0.45],
  "charge": 1,
  "homo_lumo_gap_ev": 6.6,
  "e_tot_ev": -134056.133
}


{
  "formula": "C27H32F5GaN2O5Si2Te",
  "method": "ωB97M-V with the def2-TZVPD basis set",
  "symbols": ["Te", "Ga", "Si", "Si", "F", "F", "F", "F", "F", "O", "O", "O", "O", "O", "N", "N", "C", "C", "C", "C", "C", "C", "C", "C", "C", "C", "C", "C", "C", "C", "C", "C", "C", "C", "C", "C", "C", "C", "C", "C", "C", "C", "C", "H", "H", "H", "H", "H", "H", "H", "H", "H", "H", "H", "H", "H", "H", "H", "H", "H", "H", "H", "H", "H", "H", "H", "H", "H", "H", "H", "H", "H", "H", "H", "H"],
  "xyz": [[1.4607, -0.9129, -1.3264], [-0.6459, 0.1055, -0.0656], [3.2234, -3.1104, 0.3631], [1.1095, -0.0258, -4.5619], [3.1375, 1.4316, 1.8605], [-0.3158, 5.6202, 1.9335], [1.9187, 5.6784, 3.4881], [3.6845, 3.6145, 3.3689], [-0.7973, 3.4927, 0.3267], [0.8448, 1.2578, 0.4381], [-1.6596, -3.1439, 2.2602], [-3.4269, 1.4203, -2.6733], [-0.5213, -1.4891, 1.2545], [-1.5327, 1.1146, -1.5067], [-2.4587, -0.8937, -0.2713], [-1.7781, 1.0054, 1.6341], [1.0990, 2.3510, 1.1272], [-2.7584, -1.8299, 0.6101], [-1.8531, 1.2855, 3.9995], [0.2723, 3.4843, 1.1329], [2.5575, 3.5630, 2.6578], [3.0822, -1.9780, 1.8599], [0.8150, -1.4470, -3.3086], [-1.2541, 0.8138, 2.8490], [-2.9091, 1.7042, 1.5381], [-3.0403, 2.0072, 3.9117], [2.4706, 1.1070, -3.9026], [-0.4691, 0.9588, -4.8204], [-2.7611, 0.8512, -1.8355], [-3.5628, 2.2188, 2.6398], [-5.0280, -1.7006, -0.0849], [1.6004, -2.9426, -0.6215], [-4.0602, -2.2812, 0.7304], [4.6540, -2.5590, -0.7466], [-1.5601, -2.2237, 1.4715], [2.2742, 2.4536, 1.8851], [0.5305, 4.5882, 1.9215], [3.4793, -4.9126, 0.8645], [-3.7072, 2.5376, 5.1432], [1.6706, 4.6251, 2.7040], [-3.3601, -0.3009, -1.0328], [-4.6863, -0.6910, -0.9796], [1.7035, -0.8578, -6.1525], [-3.0624, 3.2667, 5.6361], [-4.6568, 3.0122, 4.9054], [2.6576, -5.2724, 1.4861], [2.1078, 1.6671, -3.0361], [-4.2981, -3.0498, 1.4515], [4.5609, -1.5013, -0.9973], [1.5697, -3.5846, -1.5015], [-3.8812, 1.7297, 5.8549], [2.6203, -1.0322, 1.5679], [-0.8269, 1.3799, -3.8789], [3.3495, 0.5388, -3.5912], [3.5589, -5.5690, -0.0039], [4.4017, -5.0135, 1.4407], [-3.2882, 1.8740, 0.5391], [-1.2728, 0.3485, -5.2367], [1.8581, -0.1244, -6.9467], [-5.4190, -0.2040, -1.6070], [4.6833, -3.1259, -1.6801], [2.4585, -2.4234, 2.6368], [0.7405, -3.1524, 0.0118], [-4.4730, 2.7872, 2.5038], [2.7864, 1.8320, -4.6546], [-0.2937, 1.7890, -5.5079], [4.0589, -1.7516, 2.2901], [2.6502, -1.3793, -5.9968], [-0.3340, 0.2457, 2.8845], [-6.0570, -2.0280, -0.0134], [-1.3934, 1.0916, 4.9595], [-0.2363, -1.7296, -3.2603], [5.6115, -2.6981, -0.2415], [0.9775, -1.5873, -6.5175], [1.3993, -2.3261, -3.5804]],
  "forces_ev_per_a": [[0.02, -0.79, -0.65], [-0.61, 0.28, 0.92], [0.10, -0.12, -0.02], [0.11, -0.03, -0.17], [0.09, -0.01, 0.10], [-0.05, 0.05, -0.03], [0.04, 0.07, 0.00], [0.06, -0.03, 0.08], [-0.18, 0.04, 0.07], [-0.17, -0.24, -0.19], [-0.05, 0.09, -0.08], [0.01, -0.04, 0.10], [0.23, 0.27, -0.16], [0.22, 0.05, 0.14], [0.13, 0.09, -0.04], [0.26, 0.08, -0.17], [-0.16, 0.26, 0.20], [0.10, -0.10, 0.10], [-0.02, 0.04, -0.08], [0.07, -0.34, -0.15], [-0.06, 0.03, -0.03], [0.00, -0.20, -0.25], [-0.02, 0.53, 0.04], [0.03, -0.01, 0.14], [0.08, 0.06, -0.05], [0.07, -0.02, -0.08], [-0.27, -0.19, -0.04], [0.23, -0.18, 0.06], [-0.09, -0.09, -0.16], [-0.02, -0.01, 0.08], [0.08, -0.02, -0.04], [0.31, 0.13, 0.28], [-0.02, -0.03, -0.02], [-0.27, -0.08, 0.18], [-0.02, -0.12, 0.01], [-0.26, -0.10, -0.11], [0.10, -0.05, 0.07], [-0.07, 0.29, -0.04], [0.02, -0.02, 0.00], [0.00, -0.02, -0.04], [0.06, 0.03, -0.15], [-0.02, 0.00, -0.04], [-0.15, 0.16, 0.16], [-0.03, 0.03, -0.01], [-0.01, 0.01, 0.04], [-0.02, 0.01, 0.00], [0.05, 0.03, 0.01], [0.03, 0.01, 0.02], [0.05, 0.02, -0.01], [0.03, 0.05, -0.07], [-0.04, 0.01, 0.00], [0.02, 0.07, 0.06], [0.01, 0.00, 0.01], [0.02, 0.01, -0.01], [-0.01, 0.03, -0.04], [0.01, 0.01, 0.01], [-0.02, 0.03, -0.01], [0.01, -0.03, 0.00], [0.00, 0.02, 0.01], [0.03, 0.02, -0.01], [-0.02, -0.02, 0.00], [-0.05, -0.01, -0.03], [-0.03, 0.06, -0.03], [-0.01, -0.01, -0.01], [-0.05, -0.01, -0.05], [0.03, -0.01, -0.02], [0.02, 0.00, -0.01], [0.01, 0.01, 0.05], [-0.01, 0.00, 0.01], [-0.01, 0.01, 0.01], [0.02, 0.00, -0.01], [-0.01, -0.04, 0.01], [0.00, -0.02, 0.03], [-0.02, 0.00, 0.02], [0.06, 0.02, 0.02]],
  "mulliken_charge": [-0.47, 1.26, 0.11, 0.20, -0.26, -0.32, -0.32, -0.31, -0.37, 0.24, -0.73, -0.71, -0.42, -0.61, 0.35, 0.42, -0.04, 0.59, -0.95, 0.35, 0.03, -0.34, -0.96, -0.21, -0.32, 1.17, -1.01, -0.67, 0.47, -1.28, -0.32, -0.72, -0.78, -1.06, 0.05, 0.08, 0.12, -1.06, -1.55, 0.62, 0.23, -0.94, -1.09, 0.33, 0.37, 0.33, 0.31, 0.57, 0.32, 0.71, 0.36, -0.33, 0.04, 0.30, 0.31, 0.31, 0.41, 0.29, 0.32, 0.57, 0.33, 0.31, 0.20, 0.38, 0.40, 0.39, 0.46, 0.31, 0.53, 0.46, 0.46, 0.55, 0.37, 0.33, 0.55],
  "homo_lumo_gap_ev": 8.1,
  "relative_energy_kcal_mol": 0.0,
  "e_tot_ev": -130752.880
}